No. 1
Density functional theory data (ωB97M-V/def2-TZVPD) for a cluster of 10 separate species, C20H60O10 in total.

Output
energy relative to the best compared isomer or geometry (same formula, charge and spin): 82.58 kcal/mol
spin multiplicity: 1
net charge: 0
SMILES: CCO.CCO.CCO.CCO.CCO.CCO.CCO.CCO.CCO.CCO
molar mass: 460.7 g/mol
HOMO-LUMO gap: 10.4 eV
DFT total energy: -1550.20464 Eh

Element x y z (Å)
C1 4.791091 4.043019 -3.982702
C2 5.101211 3.192259 -5.225692
O1 4.806001 3.997439 -6.321312
H1 5.475381 4.886019 -3.886822
H2 4.889291 3.434509 -3.083722
H3 3.781191 4.448219 -3.919382
H4 4.493301 2.295639 -5.346532
H5 6.125001 2.835559 -5.112912
H6 4.681541 3.431829 -7.086952
C3 0.853311 7.094079 4.647428
C4 1.986361 6.014279 4.626548
O2 2.840731 6.241979 5.761648
H7 0.105801 6.876509 3.884538
H8 1.254691 8.080909 4.416838
H9 0.302611 7.128639 5.587438
H10 2.576911 6.075009 3.712398
H11 1.615721 4.989359 4.642708
H12 3.658941 5.783099 5.557778
C5 0.207421 -0.687541 1.074438
C6 -0.282759 0.393229 0.159408
O3 -1.421819 1.022529 0.728848
H13 1.020591 -1.256351 0.623528
H14 -0.548779 -1.467501 1.163558
H15 0.466631 -0.232121 2.030208
H16 -0.629819 -0.086731 -0.755632
H17 0.473691 1.115569 -0.147352
H18 -2.028969 0.319799 0.972048
C7 -5.450699 -2.954651 -0.843832
C8 -6.405169 -2.747241 0.348768
O4 -5.875879 -1.697021 1.184968
H19 -5.865699 -3.586341 -1.629222
H20 -4.426709 -3.261501 -0.630812
H21 -5.302389 -2.024131 -1.391762
H22 -6.378929 -3.716771 0.846188
H23 -7.415309 -2.496721 0.024788
H24 -6.541249 -1.277301 1.735158
C9 -2.666299 -7.706181 5.224548
C10 -2.688499 -9.205391 5.616338
O5 -1.439019 -9.755241 5.273668
H25 -2.585919 -7.567251 4.146428
H26 -1.835919 -7.175681 5.690528
H27 -3.548919 -7.243711 5.666358
H28 -3.484779 -9.613181 4.993658
H29 -2.807819 -9.393531 6.683328
H30 -1.408029 -10.690581 5.487628
C11 6.584791 1.120449 3.403688
C12 7.212461 1.598729 4.700088
O6 7.521221 2.953749 4.695398
H31 6.258341 0.080839 3.376458
H32 7.344261 1.346809 2.655308
H33 5.737441 1.779079 3.213158
H34 8.064591 0.950079 4.903168
H35 6.502451 1.422519 5.508128
H36 8.265291 3.040499 4.095038
C13 5.331311 -4.049501 -3.647952
C14 5.704201 -3.086881 -2.479072
O7 7.026801 -2.647341 -2.758512
H37 5.422001 -3.578041 -4.626512
H38 4.332611 -4.472911 -3.541082
H39 5.898991 -4.979941 -3.636892
H40 5.652311 -3.586361 -1.511642
H41 4.926631 -2.323801 -2.513462
H42 7.637831 -3.254441 -2.334642
C15 -1.161089 4.606179 -5.908392
C16 -1.151709 5.971579 -6.584652
O8 -2.472409 6.378839 -6.759822
H43 -0.181229 4.156949 -5.746592
H44 -1.833229 3.980309 -6.495422
H45 -1.549389 4.752019 -4.900402
H46 -0.605439 5.972789 -7.527892
H47 -0.541769 6.602979 -5.938592
H48 -2.394099 7.319239 -6.936252
C17 -8.297149 5.454569 1.628048
C18 -9.737949 5.578659 2.079058
O9 -9.758289 5.358759 3.461548
H49 -7.608819 6.155719 2.099948
H50 -8.237469 5.663239 0.559878
H51 -7.986739 4.439399 1.875408
H52 -10.409449 4.847599 1.628788
H53 -10.166289 6.553389 1.845548
H54 -9.509669 6.201559 3.848178
C19 -0.641829 -7.578981 -3.664012
C20 -0.319089 -7.932641 -2.187322
O10 1.068091 -8.220031 -2.161962
H55 -1.711429 -7.420601 -3.801762
H56 -0.349639 -8.381221 -4.341612
H57 -0.247069 -6.641031 -4.054542
H58 -0.901899 -8.773951 -1.812322
H59 -0.530069 -7.032821 -1.609472
H60 1.343571 -8.182821 -1.243082

Force components x, y, z for each atom (eV/Å):
C -0.12 -0.67 0.40
C -0.83 0.18 1.35
O 0.41 0.61 -1.18
H 0.12 -0.09 -0.21
H 0.24 -0.08 0.08
H -0.09 -0.10 -0.53
H -0.23 -0.20 0.74
H 0.41 0.24 -0.52
H 0.07 0.12 -0.14
C 0.54 -0.90 -0.42
C -0.52 0.94 0.46
O -0.25 -0.10 -0.50
H 0.07 -0.13 -0.16
H 0.11 -0.05 0.20
H 0.34 -0.10 0.15
H -0.04 0.34 -0.19
H -0.43 -0.01 0.22
H 0.18 0.00 0.25
C 0.43 -0.30 -0.17
C -0.93 -0.77 -0.73
O 0.31 0.74 0.10
H 0.50 0.35 0.16
H -0.37 0.23 0.45
H 0.13 -0.46 0.11
H 0.22 -0.04 -0.45
H -0.17 0.25 0.48
H -0.14 0.00 0.04
C -0.25 1.23 -0.78
C 1.26 -0.01 -0.27
O 0.27 -0.45 -0.44
H -0.15 -0.49 0.39
H -0.27 -0.36 0.57
H -0.14 0.41 0.18
H -0.48 0.10 0.59
H 0.03 -0.13 -0.12
H -0.25 -0.30 -0.13
C 0.24 -0.50 1.20
C 0.36 1.10 -0.66
O 0.75 -0.18 -0.57
H -0.27 -0.09 0.09
H 0.24 -0.20 -0.02
H -0.26 0.09 -0.47
H -0.24 -0.55 0.35
H -0.70 0.36 0.04
H -0.12 -0.02 0.03
C 0.14 1.16 -0.12
C -0.99 -1.83 0.58
O 0.37 0.43 -0.18
H 0.26 0.05 0.12
H -0.19 -0.42 -0.54
H -0.16 -0.15 -0.22
H 0.40 0.17 0.22
H 0.04 0.19 0.19
H 0.12 0.41 -0.07
C -0.45 -0.69 0.90
C -0.24 -1.71 -1.79
O -0.18 0.90 0.47
H 0.07 0.12 0.20
H -0.46 0.49 0.00
H 0.68 0.24 -0.03
H -0.08 -0.03 0.03
H 0.69 0.69 0.23
H -0.03 0.00 -0.01
C -0.34 0.40 -0.04
C 1.68 -1.11 0.53
O -0.25 0.71 0.09
H 0.06 0.04 -0.53
H 0.16 -0.39 0.27
H -0.38 -0.14 -0.05
H -0.06 -0.30 -0.34
H -0.31 0.64 0.21
H -0.55 0.16 -0.12
C -0.33 -0.13 -0.79
C 0.34 0.30 -0.19
O -0.55 0.13 1.01
H -0.26 0.08 0.31
H 0.20 -0.35 -0.18
H 0.27 0.06 -0.27
H 0.27 -0.18 -0.15
H 0.01 0.22 -0.13
H 0.05 -0.12 0.40
C -0.81 -0.36 0.25
C 0.19 1.07 -1.72
O 0.17 -0.08 0.38
H -0.27 -0.33 0.19
H 0.10 -0.04 0.10
H 0.66 -0.06 0.51
H -0.15 -0.02 -0.13
H -0.12 -0.06 0.37
H 0.22 -0.11 0.04

---

No. 2
Density functional theory data (ωB97M-V/def2-TZVPD) for a cluster of 10 separate species, C20H60O10 in total.

Output
energy relative to the best compared isomer or geometry (same formula, charge and spin): 41.36 kcal/mol
spin multiplicity: 1
net charge: 0
SMILES: CCO.CCO.CCO.CCO.CCO.CCO.CCO.CCO.CCO.CCO
molar mass: 460.7 g/mol
HOMO-LUMO gap: 9.9 eV
DFT total energy: -1550.27033 Eh

Element x y z (Å)
C1 -1.667030 2.800122 4.485131
C2 -1.965117 3.173256 3.070019
O1 -0.811746 3.643413 2.317342
H1 -2.535460 2.185714 4.691524
H2 -1.527084 3.726006 5.072748
H3 -0.789040 2.195575 4.562528
H4 -2.717677 3.939887 3.071551
H5 -2.299296 2.300174 2.535505
H6 -0.286027 4.199665 2.900746
C3 3.434870 -4.365006 -0.697916
C4 2.211555 -5.106703 -1.281075
O2 1.352155 -4.167223 -1.905729
H7 4.156365 -5.170279 -0.489674
H8 3.196040 -3.824450 0.217068
H9 3.983307 -3.640625 -1.347927
H10 1.674339 -5.517933 -0.424321
H11 2.535348 -5.850676 -1.971338
H12 1.643010 -3.917304 -2.801020
C5 -3.113074 -3.751626 -0.624820
C6 -1.747140 -4.197683 -0.124796
O3 -0.799357 -3.278031 -0.519701
H13 -3.267166 -2.692802 -0.478658
H14 -3.799869 -4.269502 -0.031899
H15 -3.334597 -3.997977 -1.692256
H16 -1.453910 -5.198988 -0.532859
H17 -1.805828 -4.218247 0.966286
H18 -0.090602 -3.632395 -1.081537
C7 3.176516 2.182263 4.380713
C8 3.817252 3.354448 3.605246
O4 3.011062 4.563638 3.516639
H19 3.058432 2.441277 5.415893
H20 3.886058 1.357616 4.406242
H21 2.210947 1.923783 3.963190
H22 4.013877 3.028323 2.557120
H23 4.781007 3.693702 3.924124
H24 3.124688 5.004841 4.376454
C9 1.695833 5.111148 0.546476
C10 0.625424 4.660290 -0.554134
O5 -0.056429 3.415070 -0.327727
H25 2.651210 4.654918 0.454783
H26 1.374461 4.836155 1.539445
H27 1.835446 6.215586 0.557450
H28 1.241439 4.486064 -1.454824
H29 -0.048567 5.457476 -0.776781
H30 -0.234801 3.332648 0.631183
C11 -2.173228 0.462597 -3.044213
C12 -3.586779 -0.085555 -2.693587
O6 -3.957331 -1.220636 -3.467279
H31 -2.191326 0.852897 -4.086031
H32 -1.396073 -0.312120 -2.886540
H33 -1.883962 1.317915 -2.425183
H34 -4.339212 0.721032 -2.853483
H35 -3.626191 -0.377998 -1.658142
H36 -3.379345 -1.914899 -3.133483
C13 0.543551 0.635059 1.830745
C14 0.308441 -0.285781 0.659458
O7 -0.803633 -1.054316 0.988758
H37 -0.371919 1.204719 1.913492
H38 1.417237 1.282501 1.606997
H39 0.779364 0.172537 2.790730
H40 1.160413 -0.926738 0.435741
H41 0.117801 0.290471 -0.242496
H42 -0.938991 -1.738242 0.315647
C15 -4.332067 -0.421403 2.661326
C16 -3.143011 -1.077445 3.398413
O8 -1.939642 -0.471638 3.284455
H43 -4.397121 0.622059 2.909215
H44 -5.216800 -0.947652 3.011288
H45 -4.126104 -0.575735 1.566878
H46 -3.198956 -2.098375 2.969633
H47 -3.353227 -1.194223 4.487556
H48 -1.522727 -0.707515 2.416129
C17 3.860528 0.774191 -3.028634
C18 3.022872 1.645863 -2.093499
O9 1.644179 1.276726 -2.121579
H49 3.538287 0.788193 -4.069889
H50 3.848605 -0.307188 -2.715898
H51 4.936813 1.013507 -2.899838
H52 3.213804 2.716399 -2.323038
H53 3.420252 1.518798 -1.079857
H54 1.243938 1.714757 -1.372805
C19 -0.979099 -2.460856 -5.578949
C20 -0.289656 -3.178081 -4.432421
O10 1.108240 -2.778114 -4.376047
H55 -0.350186 -2.545925 -6.460181
H56 -1.017799 -1.419966 -5.231795
H57 -1.976724 -2.954425 -5.742963
H58 -0.379896 -4.224668 -4.563551
H59 -0.742060 -2.879897 -3.463612
H60 1.107958 -1.936481 -3.847844

Force components x, y, z for each atom (eV/Å):
C -0.15 0.73 -0.34
C 1.26 0.19 -0.82
O -0.44 0.02 0.60
H -0.09 0.07 1.14
H -0.39 -0.65 0.20
H 0.54 -0.53 0.02
H -0.55 0.35 -0.28
H -0.27 -0.24 -0.31
H 0.10 0.04 -0.03
C 0.78 -0.60 -0.27
C 0.77 2.27 0.76
O -0.66 -0.14 -0.31
H 0.06 0.39 0.38
H -0.10 -0.14 0.03
H -0.81 -0.65 0.00
H -0.10 -0.30 -0.33
H 0.05 -0.79 -0.48
H -0.05 -0.01 0.17
C 0.60 -0.40 -1.36
C -0.60 -0.86 -0.73
O 1.09 1.33 -0.35
H 0.10 0.38 0.14
H -1.57 -0.74 0.79
H 0.40 0.17 0.71
H -0.50 0.53 0.57
H 0.25 -0.24 0.07
H 0.16 -0.17 0.00
C 0.96 1.12 -0.19
C -0.76 -0.04 -1.44
O 0.16 -0.68 0.73
H -0.31 0.31 0.62
H -0.17 -0.30 -0.38
H 0.00 -0.21 -0.15
H -0.47 0.26 0.54
H 0.72 -0.32 0.82
H -0.20 -0.13 -0.51
C -1.93 0.51 -0.41
C 2.40 -0.81 0.28
O 0.70 0.41 0.38
H 0.81 -0.50 -0.50
H -0.30 0.02 0.34
H -0.15 -0.71 -0.21
H -0.50 0.15 0.07
H -0.71 0.53 0.09
H -0.15 0.22 -0.33
C -0.56 -0.05 -0.32
C 0.42 1.09 -0.38
O 0.26 0.17 -0.01
H 0.25 -0.58 0.53
H -0.36 0.32 -0.32
H -0.22 -0.14 0.16
H 0.42 -0.71 0.00
H 0.00 0.13 0.69
H -0.13 -0.25 -0.24
C 1.06 0.63 -0.51
C 0.75 0.06 0.24
O -0.95 -0.51 -0.10
H 0.11 0.47 0.36
H -0.65 0.03 0.04
H -0.27 -0.44 -0.21
H 0.26 -0.15 0.08
H -0.07 0.25 -0.12
H 0.13 -0.36 -0.02
C 1.28 -0.58 -0.27
C -2.33 -1.38 0.55
O 1.63 0.77 -0.64
H -0.18 0.60 -0.07
H -0.30 0.05 -0.38
H -0.62 0.36 0.90
H 0.67 -0.07 0.35
H -0.10 0.17 -0.61
H -0.31 0.13 0.52
C 0.39 -1.25 0.84
C 0.60 -0.05 0.01
O 0.91 0.00 -0.51
H 0.14 0.33 0.03
H -0.41 0.89 -0.14
H -0.62 0.31 -0.45
H -0.50 -0.39 -0.17
H -0.05 -0.11 0.07
H -0.60 0.42 0.32
C -0.35 -0.40 0.84
C 0.12 1.60 0.37
O -0.42 0.60 0.99
H -0.12 0.03 -0.19
H -0.58 -0.08 -0.73
H 0.77 0.95 0.03
H 0.41 -1.17 0.09
H -0.02 -0.45 -0.45
H 0.21 -1.05 -0.85

---

| no. | HOMO level (eV) |
| --- | --- |
| 1 | -10.12 |
| 2 | -9.26 |